No. 1
Computed, not measured: a single C5H7NOS molecule at a distorted geometry, with ωB97M-V with the def2-TZVPD basis set.

```
! RIJCOSX wB97M-V def2-TZVPD def2/J DEFGRID3
* xyz 0 1
C -2.1380 -0.1100 -1.5895
S -0.6981 0.9609 -1.3841
C 0.1390 0.1307 -0.0572
O -0.2194 -1.1723 0.2695
C 0.7569 -1.5681 1.1775
C 1.5287 -0.5005 1.5433
C 1.1177 0.6035 0.7858
N 1.6716 1.8872 0.5325
H -2.2533 -0.7353 -0.7213
H -1.7591 -0.8131 -2.3407
H -3.0599 0.3466 -1.8770
H 0.7803 -2.5397 1.5665
H 2.4866 -0.6050 2.0262
H 2.0674 2.3957 1.3658
H 1.0905 2.4335 -0.0715
*
```

Summary:
structure (SMILES) = CSc1occc1N
orbital gap = 8.165 eV
energy relative to the best compared isomer or geometry (same formula, charge and spin) = 1.817 eV

No. 2
Computed, not measured: a molecular structure, C14H32Ba2NO6 at a distorted geometry, with ωB97M-V with the def2-TZVPD basis set.

```
! RIJCOSX wB97M-V def2-TZVPD def2/J DEFGRID3
* xyz 4 2
Ba -0.4335 -3.5600 -3.5336
Ba -2.7118 -0.0997 -5.9115
O -0.7698 0.8556 -2.2575
C -0.7072 -0.4017 -2.6113
O -0.7637 -0.6669 -3.8008
O -0.5867 -1.2839 -1.7419
H -0.8019 0.8051 -1.2993
C -1.8411 -4.8048 1.1571
C -1.9949 -4.7479 -0.2996
O -1.0716 -3.9084 -0.8794
H -2.2369 -3.9563 1.7153
H -0.8425 -5.1122 1.4675
H -2.4829 -5.6134 1.5069
H -3.0499 -4.4929 -0.3998
H -1.8633 -5.7725 -0.6473
H -1.3418 -3.0468 -0.5535
C -2.1138 4.4749 -5.1053
C -1.7817 3.3611 -4.1057
O -1.5876 2.0628 -4.4646
H -2.7064 4.1595 -5.9640
H -1.2077 4.9392 -5.4945
H -2.7235 5.3178 -4.7799
H -2.5653 3.2786 -3.3526
H -0.8940 3.7181 -3.5835
H -1.2063 1.6630 -3.6794
C 2.4913 0.9035 -0.4782
C 2.2537 0.6808 1.0102
C 2.2626 2.0696 1.7231
C 1.9306 2.0434 3.1963
C 0.5312 1.3893 3.3555
C 0.2720 -0.0798 2.5884
N 0.9726 0.0472 1.2751
O 0.8417 -1.1248 0.5882
C 0.7177 -1.3019 3.4532
C -1.2670 -0.2014 2.3148
C 3.4547 -0.0657 1.5631
H 1.5867 1.2887 -0.9489
H 2.7267 -0.0340 -0.9818
H 3.3819 1.5076 -0.6512
H 3.2743 2.4632 1.6251
H 1.5447 2.7541 1.2713
H 1.7935 3.0302 3.6383
H 2.6167 1.4659 3.8159
H -0.2389 2.1538 3.2526
H 0.4078 1.0863 4.3952
H 1.5328 -0.9616 4.0919
H -0.1713 -1.6525 3.9774
H 1.1072 -2.1697 2.9210
H -1.5447 -0.9691 1.5925
H -1.8000 -0.3162 3.2586
H -1.6080 0.6675 1.7519
H 3.5052 -1.0641 1.1287
H 3.1634 -0.2966 2.5878
H 4.3691 0.5024 1.3926
H 0.1772 -0.9843 -0.0903
*
```

Summary:
orbital gap (spin up / spin down) = 6.625 / 6.626 eV

No. 3
Computed, not measured: a gas-phase ion, C12H21OS (charge +1) at a distorted geometry, with ωB97M-V with the def2-TZVPD basis set.

```
! RIJCOSX wB97M-V def2-TZVPD def2/J DEFGRID3
* xyz 1 3
C 0.4442 1.6647 2.3133
C 1.2127 0.5510 1.8063
C -0.8280 1.8555 2.4625
C 0.9041 -0.3475 0.8647
C 3.2977 -1.2696 0.9765
C 1.8668 -1.3492 -1.1786
C 1.4025 -2.8185 0.7672
C -2.4316 -0.1677 -1.8438
C -3.3895 1.8190 -0.5836
C -1.0663 1.8677 -1.3923
C 1.8960 -1.3718 0.3388
C -2.1257 0.9505 -0.8841
O -0.3091 -0.5998 0.2958
S -1.7756 0.0231 0.6623
H 0.9155 2.5878 2.6935
H 2.2526 0.4321 2.1159
H -1.7488 1.9890 2.9633
H 3.5014 -0.1416 0.9828
H 3.2438 -1.5993 2.0052
H 4.1144 -1.6831 0.2839
H 2.2473 -2.1261 -1.7628
H 2.3260 -0.4610 -1.7472
H 0.9299 -1.3117 -1.6323
H 0.6522 -3.0792 0.1237
H 1.2328 -2.7268 1.8580
H 2.0776 -3.6043 0.5349
H -1.5911 -0.4744 -2.4309
H -2.7901 -1.2133 -1.4766
H -3.0704 0.1090 -2.7091
H -3.7680 2.2068 -1.6746
H -3.0593 2.5897 -0.0169
H -4.2895 1.3627 -0.0210
H -0.2397 1.3014 -1.5600
H -1.3104 2.3749 -2.3017
H -0.7244 2.6599 -0.8331
*
```

Summary:
orbital gap (spin up / spin down) = 7.999 / 6.055 eV

No. 4
Computed, not measured: 9 unconnected molecules or ions with the total composition C39H78FIN4O24P at a distorted geometry, with ωB97M-V with the def2-TZVPD basis set.

```
! RIJCOSX wB97M-V def2-TZVPD def2/J DEFGRID3
* xyz 1 1
C -2.6393 -0.5778 -2.0680
C -1.6001 -0.1292 -1.4159
N -0.5852 0.5042 -0.5520
C 0.6038 1.0135 -1.3348
C 0.3009 1.1855 -2.9334
C 1.6226 1.9294 -3.5641
C 1.2196 2.9985 -4.7224
C 1.2347 2.2103 -6.1359
C 2.6542 2.3165 -6.9326
C 3.9206 1.7801 -6.0888
C 4.0187 0.1719 -5.9322
C 2.9878 -0.6729 -6.8411
C -0.1735 -0.4893 0.4930
N -0.2737 -1.9083 0.1186
I 1.4216 -2.6203 -0.8073
N 0.2155 -0.0590 1.7121
P 0.6943 -1.1993 3.0317
N 2.2741 -1.4378 3.0064
C 0.2706 1.4071 2.0778
F -1.0294 1.8340 2.6240
C 1.4037 1.7721 3.1924
C 1.7136 3.3684 2.9988
H -3.3974 -1.1653 -2.7013
H 1.5817 0.4274 -1.1547
H 0.8063 2.0947 -0.9542
H 0.2136 0.1812 -3.4849
H -0.5999 1.8861 -3.0689
H 2.2134 2.4718 -2.7181
H 2.2850 1.0618 -3.9714
H 1.9957 3.8495 -4.7679
H 0.1617 3.4581 -4.5484
H 0.4251 2.6260 -6.8509
H 0.9395 1.1092 -5.9290
H 2.5194 1.8156 -7.9641
H 2.8625 3.4423 -7.1634
H 4.8773 2.1228 -6.6503
H 3.9562 2.3233 -5.0629
H 3.8512 -0.1689 -4.8321
H 5.1151 -0.1239 -6.1781
H 1.9354 -0.7627 -6.3898
H 3.4084 -1.7560 -6.8964
H 2.9067 -0.3140 -7.9362
H -0.6065 -2.5085 0.8904
H 0.2134 -0.5792 4.2511
H 0.0022 -2.4598 2.9373
H 2.7361 -0.9354 2.2311
H 0.4682 2.1000 1.1756
H 0.9684 1.5366 4.2460
H 2.3905 1.2200 2.9995
H 2.5869 3.5637 2.2627
H 1.9861 3.8142 4.0207
H 0.7958 3.9253 2.5460
C 6.7345 7.8436 0.1630
O 5.8723 6.8034 0.6228
C 6.4972 5.8346 1.3175
O 7.6787 5.7878 1.5658
O 5.5741 4.9248 1.6884
C 6.0990 3.8314 2.4388
H 6.1254 8.5665 -0.3822
H 7.2053 8.3550 1.0060
H 7.4898 7.4451 -0.5188
H 6.5445 4.1829 3.3727
H 6.8291 3.2727 1.8479
H 5.2703 3.1639 2.6829
C -1.4701 2.3515 6.7708
O -1.0794 2.5360 8.1279
C 0.2504 2.6815 8.3042
O 1.0917 2.6671 7.4306
O 0.4801 2.8459 9.6189
C 1.8567 3.0137 9.9576
H -2.5558 2.2454 6.7446
H -1.1949 3.2211 6.1685
H -1.0261 1.4404 6.3605
H 2.2640 3.9097 9.4827
H 2.4340 2.1297 9.6756
H 1.9237 3.1377 11.0395
C 6.4218 -3.7968 -9.1133
O 7.5852 -3.0980 -9.5539
C 7.6849 -1.8397 -9.0869
O 6.8944 -1.2881 -8.3554
O 8.8180 -1.3019 -9.5759
C 9.0557 0.0417 -9.1603
H 6.4456 -4.7967 -9.5495
H 6.4204 -3.8957 -8.0250
H 5.5153 -3.2923 -9.4575
H 9.1595 0.0966 -8.0737
H 8.2548 0.6999 -9.5064
H 9.9924 0.3712 -9.6129
C 8.6455 -7.8772 -8.5904
O 8.3264 -8.5223 -7.3585
C 7.1775 -8.1037 -6.7967
O 6.4342 -7.2599 -7.2430
O 6.9998 -8.7884 -5.6508
C 5.8109 -8.4453 -4.9424
H 9.5883 -8.2917 -8.9508
H 7.8739 -8.0726 -9.3392
H 8.7761 -6.8024 -8.4405
H 4.9260 -8.6635 -5.5456
H 5.8282 -7.3932 -4.6468
H 5.7714 -9.0566 -4.0392
C -4.2303 -4.2320 -2.2162
O -5.2323 -3.3228 -2.6677
C -6.3920 -3.9109 -3.0278
O -6.6257 -5.0957 -2.9947
O -7.2405 -2.9477 -3.4292
C -8.5202 -3.4284 -3.8431
H -3.3437 -3.6511 -1.9540
H -4.5679 -4.7668 -1.3250
H -3.9602 -4.9335 -3.0095
H -9.0290 -3.9307 -3.0167
H -8.4215 -4.0977 -4.7013
H -9.1203 -2.5685 -4.1444
C 0.3241 5.6052 12.8472
O 0.7169 5.7899 14.2052
C 2.0441 5.9354 14.3808
O 2.8819 5.9202 13.5082
O 2.2751 6.1004 15.6964
C 3.6514 6.2679 16.0330
H -0.7617 5.4991 12.8231
H 0.5986 6.4747 12.2446
H 0.7683 4.6946 12.4379
H 4.0585 7.1635 15.5571
H 4.2279 5.3834 15.7505
H 3.7185 6.3919 17.1150
C -14.7845 -3.4643 -3.1718
O -14.3828 -3.2945 -1.8135
C -13.0551 -3.1558 -1.6430
O -12.2209 -3.1650 -2.5194
O -12.8168 -3.0050 -0.3265
C -11.4386 -2.8461 0.0040
H -15.8708 -3.5659 -3.1893
H -14.5100 -2.5901 -3.7674
H -14.3463 -4.3726 -3.5929
H -11.0308 -1.9470 -0.4653
H -10.8671 -3.7300 -0.2906
H -11.3636 -2.7332 1.0869
C -9.5380 0.5981 3.9512
O -10.2614 -0.6310 3.9554
C -10.0212 -1.4109 5.0270
O -9.2712 -1.1525 5.9396
O -10.7621 -2.5282 4.9039
C -10.6075 -3.4550 5.9776
H -9.8088 1.1426 3.0451
H -9.8104 1.2089 4.8153
H -8.4611 0.4117 3.9328
H -10.9227 -3.0060 6.9228
H -9.5736 -3.8034 6.0403
H -11.2489 -4.3138 5.7733
*
```

Summary:
orbital gap = 6.894 eV

No. 5
Computed, not measured: a molecular structure, C16H32B2CdO8 at a distorted geometry, with ωB97M-V with the def2-TZVPD basis set.

```
! RIJCOSX wB97M-V def2-TZVPD def2/J DEFGRID3
* xyz 0 1
Cd 1.3394 -0.8903 0.8666
B 2.3263 -2.6278 -0.2534
H 2.7068 -3.5369 -0.6928
H 2.2353 -1.9087 -1.0527
H 1.3483 -2.8136 0.1628
H 3.0018 -2.1681 0.4513
B 1.8568 -1.2474 2.8385
H 0.8482 -0.8841 2.9614
H 2.2412 -1.3926 3.8362
H 1.8587 -2.1385 2.2301
H 2.4799 -0.5108 2.3554
O 0.5467 1.0366 1.6922
C -0.3893 1.8080 1.9307
O -1.1458 1.7500 3.0652
C -2.4339 2.4555 2.9280
C -2.1850 3.4399 1.7250
C -0.9145 2.9131 1.0327
H -2.6682 3.1097 3.7678
H -3.2580 1.7638 2.7535
H -1.9595 4.3621 2.2607
H -3.0786 3.5264 1.1069
H -0.1609 3.6979 0.9679
H -0.9846 2.4660 0.0410
O 2.7851 0.3293 0.0353
C 3.4504 0.8728 -0.8759
O 4.7958 0.6199 -1.0456
C 5.2693 1.2637 -2.2304
C 4.2571 2.4128 -2.4812
C 2.9702 1.8028 -2.0028
H 5.4072 0.6119 -3.0931
H 6.1784 1.8509 -2.1011
H 4.1314 2.7249 -3.5179
H 4.4404 3.3022 -1.8784
H 2.3829 1.1748 -2.6728
H 2.2972 2.4925 -1.4934
O 0.2168 -0.1991 -0.8174
C -0.3472 -0.3188 -1.8930
O -0.1188 0.4882 -2.9326
C -0.7442 -0.0621 -4.0961
C -1.8889 -0.9462 -3.5703
C -1.3136 -1.4570 -2.2305
H -0.0979 -0.5589 -4.8197
H -1.3183 0.6380 -4.7030
H -2.1114 -1.7574 -4.2635
H -2.7581 -0.3542 -3.2838
H -0.7540 -2.3891 -2.3088
H -2.0532 -1.6210 -1.4468
O -0.6428 -1.8304 1.1821
C -1.8358 -1.8046 1.4696
O -2.5303 -0.6413 1.4037
C -3.9001 -0.8871 1.6190
C -3.9708 -2.1590 2.4308
C -2.7141 -2.9077 2.0239
H -4.3558 -1.0572 0.6435
H -4.4107 -0.1174 2.1977
H -4.9248 -2.5999 2.1420
H -4.0765 -2.0619 3.5113
H -3.0070 -3.6107 1.2440
H -2.3186 -3.4539 2.8802
*
```

Summary:
orbital gap = 7.676 eV
energy relative to the best compared isomer or geometry (same formula, charge and spin) = 4.021 eV